No. 1
Entry from the Open Molecules 2025 dataset: a 9-piece molecular cluster, C36H66F18N12P3 overall (ωB97M-V/def2-TZVPD).

Last column: Mulliken spin population.
Atoms and positions in Å:
C 3.09 4.91 -2.02  -0.003
C 2.10 6.00 -1.71  -0.005
N 1.87 5.92 -0.26  -0.063
C 2.44 6.73 0.69  0.382
C 2.02 6.36 1.99  0.335
N 1.20 5.26 1.83  -0.026
C 1.14 5.00 0.46  0.051
C 0.82 4.23 2.83  0.006
H 3.33 5.08 -3.07  0.000
H 2.75 3.88 -2.04  0.001
H 4.01 5.08 -1.45  0.000
H 1.21 5.86 -2.31  0.002
H 2.53 6.98 -1.92  -0.002
H 3.21 7.47 0.52  -0.005
H 2.32 6.68 2.98  -0.004
H 0.67 4.09 0.13  0.313
H -0.26 4.26 2.99  0.003
H 1.28 4.39 3.80  -0.001
H 1.06 3.23 2.48  0.000
C -6.51 0.72 -4.19  0.000
C -5.47 1.82 -4.36  0.000
N -4.83 2.22 -3.05  0.000
C -3.58 2.83 -2.83  0.000
C -3.37 2.98 -1.42  0.000
N -4.57 2.67 -0.85  0.000
C -5.44 2.21 -1.82  0.000
C -4.87 2.68 0.51  0.000
H -7.42 0.83 -3.59  0.000
H -5.98 -0.12 -3.75  0.000
H -6.82 0.36 -5.18  0.000
H -5.77 2.80 -4.75  0.000
H -4.71 1.60 -5.11  0.000
H -2.92 2.96 -3.67  0.000
H -2.59 3.39 -0.80  0.000
H -6.42 1.87 -1.53  0.000
H -5.66 3.38 0.78  0.000
H -3.98 3.10 0.99  0.000
H -4.91 1.69 0.98  0.000
C 3.56 -1.74 0.66  0.000
C 3.09 -3.21 0.62  0.000
N 3.02 -4.03 1.86  0.000
C 2.01 -4.65 2.47  0.000
C 2.48 -5.19 3.65  0.000
N 3.86 -4.85 3.73  0.000
C 4.22 -4.24 2.55  0.000
C 4.86 -5.13 4.83  0.000
H 2.76 -1.12 1.08  0.000
H 3.90 -1.42 -0.33  0.000
H 4.52 -1.74 1.18  0.000
H 3.83 -3.61 -0.08  0.000
H 2.26 -3.26 -0.09  0.000
H 0.99 -4.73 2.13  0.000
H 1.95 -5.81 4.36  0.000
H 5.17 -3.85 2.22  0.000
H 5.16 -6.17 4.73  0.000
H 4.46 -4.98 5.83  0.000
H 5.70 -4.45 4.69  0.000
C -3.14 -1.12 -3.55  0.000
C -3.56 -1.24 -2.06  0.000
N -3.61 -2.52 -1.58  0.000
C -2.57 -3.37 -1.29  0.000
C -3.07 -4.57 -0.89  0.000
N -4.41 -4.55 -0.94  0.000
C -4.80 -3.28 -1.32  0.000
C -5.27 -5.73 -0.93  0.000
H -3.16 -0.10 -3.94  0.000
H -3.69 -1.80 -4.20  0.000
H -2.11 -1.46 -3.72  0.000
H -4.52 -0.79 -1.80  0.000
H -2.90 -0.64 -1.43  0.000
H -1.57 -2.99 -1.44  0.000
H -2.58 -5.49 -0.62  0.000
H -5.76 -2.93 -1.67  0.000
H -5.46 -6.07 -1.95  0.000
H -6.14 -5.58 -0.29  0.000
H -4.71 -6.57 -0.51  0.000
C 3.57 -0.89 6.82  0.000
C 3.57 -0.93 5.28  0.000
N 2.21 -0.93 4.82  0.000
C 1.49 0.07 4.25  0.000
C 0.32 -0.40 3.65  0.000
N 0.21 -1.68 4.05  0.000
C 1.32 -2.02 4.68  0.000
C -0.94 -2.58 3.79  0.000
H 2.70 -0.37 7.23  0.000
H 4.56 -0.57 7.16  0.000
H 3.39 -1.82 7.35  0.000
H 4.14 -1.78 4.89  0.000
H 3.95 0.01 4.90  0.000
H 1.91 1.07 4.24  0.000
H -0.40 0.14 3.05  0.000
H 1.62 -3.06 4.78  0.000
H -1.71 -2.51 4.55  0.000
H -0.60 -3.59 3.57  0.000
H -1.41 -2.23 2.87  0.000
C 0.05 2.78 -3.55  0.001
C 0.99 2.25 -4.70  0.000
N 2.00 1.35 -4.16  0.000
C 1.84 0.09 -3.58  0.000
C 3.00 -0.41 -3.15  0.000
N 3.93 0.50 -3.53  0.000
C 3.31 1.65 -4.02  0.000
C 5.38 0.46 -3.14  0.000
H 0.55 3.35 -2.77  -0.002
H -0.52 1.99 -3.06  0.000
H -0.67 3.41 -4.06  0.000
H 1.48 3.07 -5.22  0.000
H 0.33 1.75 -5.41  0.000
H 0.84 -0.31 -3.52  0.000
H 3.13 -1.34 -2.61  0.000
H 3.88 2.42 -4.52  0.000
H 5.52 -0.24 -2.31  0.000
H 5.84 1.42 -2.94  0.000
H 5.96 0.05 -3.97  0.000
P 0.77 -3.54 -3.46  0.000
F 1.65 -2.51 -4.43  0.000
F 0.86 -4.79 -4.55  0.000
F 2.18 -3.94 -2.73  0.000
F 0.05 -4.51 -2.37  0.000
F 0.54 -2.36 -2.35  0.000
F -0.63 -3.23 -4.18  0.000
P 0.38 0.76 -0.08  0.007
F -0.47 1.96 0.50  0.007
F 1.57 1.04 1.04  -0.001
F -0.40 -0.31 0.94  0.000
F 1.15 -0.59 -0.71  0.000
F -0.92 0.56 -1.01  0.000
F 1.07 1.85 -1.09  0.005
P -2.91 1.90 4.07  0.000
F -2.52 1.55 2.50  0.000
F -4.36 1.37 3.65  0.000
F -2.69 0.44 4.65  0.000
F -3.39 2.16 5.62  0.000
F -1.28 2.14 4.48  0.000
F -3.13 3.46 3.59  0.000

The value obtained for the HOMO-LUMO gap (alpha / beta) is 6.16 / 2.20 eV. As for the LUMO energy (alpha / beta): -11.227 / -15.187 eV. The calculation puts the total energy at -133041.6146 eV. Its multiplicity is 2. The value obtained for the largest force on an atom is 7.53 eV/Å. Its charge is +4.

---

No. 2
Entry from the Open Molecules 2025 dataset: C36H66InN4O6 as an isolated structure (ωB97M-V/def2-TZVPD).

Last column: Löwdin charge in e.
Atoms and positions in Å:
C 5.27 -1.95 -1.02  -0.120
C 4.70 -0.80 -0.69  -0.185
In 4.34 1.38 -0.02  0.757
C 4.37 2.61 -1.91  -0.275
C 2.89 3.07 -2.42  -0.306
C 2.36 2.22 -3.69  -0.276
C 2.30 0.62 -3.46  -0.135
C 2.36 1.36 1.07  -0.282
C 1.09 0.93 0.17  -0.281
C 0.77 -0.65 0.16  -0.211
C 0.54 -1.31 1.61  -0.184
C 0.67 -2.93 1.48  -0.208
C 2.14 -3.43 1.04  -0.215
C 2.08 -4.74 0.07  -0.211
C 3.59 -5.08 -0.41  -0.231
C 3.77 -5.19 -2.01  -0.225
C 3.21 -3.93 -2.84  -0.283
C 2.15 -4.31 -4.00  -0.137
O 5.82 1.95 1.38  -0.234
C 7.05 2.27 0.76  -0.470
O 7.54 3.45 0.70  -0.033
C 7.92 1.11 0.02  -0.083
C 8.84 1.48 -1.19  -0.007
C 9.63 0.32 -1.91  -0.087
C 9.55 -1.18 -1.46  -0.093
C 8.67 -1.56 -0.22  -0.081
C 7.87 -0.38 0.48  -0.022
H 5.97 -2.83 -1.30  0.037
H 4.98 3.56 -1.70  0.034
H 4.87 2.03 -2.78  0.047
H 3.01 4.17 -2.79  0.093
H 2.15 3.11 -1.55  0.082
H 3.02 2.40 -4.63  0.100
H 1.30 2.56 -3.99  0.095
H 2.55 0.31 -2.38  0.045
H 3.02 0.12 -4.22  0.075
H 1.24 0.25 -3.77  0.075
H 2.17 2.47 1.39  0.038
H 2.49 0.77 2.05  0.022
H 1.17 1.25 -0.94  0.076
H 0.16 1.46 0.61  0.096
H 1.57 -1.18 -0.48  0.095
H -0.23 -0.78 -0.42  0.082
H 1.22 -0.91 2.44  0.095
H -0.56 -1.13 1.93  0.092
H -0.06 -3.31 0.65  0.102
H 0.41 -3.47 2.47  0.100
H 2.78 -2.63 0.52  0.077
H 2.75 -3.76 1.98  0.117
H 1.43 -4.58 -0.86  0.092
H 1.66 -5.63 0.69  0.108
H 3.85 -6.12 0.03  0.099
H 4.30 -4.32 0.10  0.086
H 3.19 -6.12 -2.35  0.100
H 4.91 -5.28 -2.20  0.103
H 2.80 -3.15 -2.08  0.099
H 4.12 -3.41 -3.34  0.098
H 1.13 -4.49 -3.50  0.063
H 2.55 -5.23 -4.55  0.068
H 2.05 -3.38 -4.69  0.077
H 8.91 2.57 -1.54  0.102
H 10.29 0.61 -2.80  0.070
H 10.14 -1.97 -2.04  0.071
H 8.59 -2.65 0.12  0.078
H 7.22 -0.70 1.38  0.106
C -3.56 -1.14 -2.24  -0.007
C -2.32 -1.97 -2.08  -0.520
O -1.23 -1.47 -1.84  0.014
N -2.44 -3.32 -2.20  0.009
C -3.63 -4.09 -2.48  -0.084
H -3.32 -0.09 -2.12  0.080
H -3.98 -1.28 -3.24  0.081
H -4.30 -1.42 -1.48  0.083
H -1.56 -3.82 -2.08  0.133
H -3.79 -4.79 -1.65  0.083
H -3.47 -4.66 -3.40  0.078
H -4.51 -3.46 -2.59  0.072
C -3.80 -1.34 2.86  -0.006
C -4.22 -2.78 3.02  -0.547
O -4.76 -3.41 2.12  0.015
N -4.00 -3.37 4.23  -0.004
C -3.39 -2.80 5.41  -0.085
H -4.03 -1.00 1.86  0.064
H -4.33 -0.71 3.58  0.087
H -2.72 -1.26 3.01  0.076
H -4.32 -4.33 4.27  0.136
H -2.52 -3.39 5.66  0.082
H -4.12 -2.85 6.23  0.078
H -3.10 -1.76 5.26  0.075
C -3.50 3.28 1.59  -0.004
C -4.23 2.09 1.04  -0.544
O -3.64 1.11 0.61  0.017
N -5.59 2.12 1.05  0.007
C -6.46 3.19 1.52  -0.101
H -2.42 3.12 1.52  0.082
H -3.75 4.17 1.00  0.088
H -3.76 3.44 2.63  0.084
H -6.02 1.29 0.67  0.137
H -7.09 2.78 2.31  0.083
H -7.08 3.51 0.68  0.074
H -5.90 4.03 1.90  0.055
C -7.02 7.98 2.39  -0.008
C -7.76 6.78 1.85  -0.523
O -7.17 5.80 1.42  0.013
N -9.12 6.81 1.86  0.004
C -9.98 7.88 2.33  -0.081
H -5.95 7.81 2.33  0.087
H -7.27 8.86 1.81  0.086
H -7.28 8.13 3.44  0.086
H -9.55 5.98 1.48  0.143
H -10.62 7.48 3.12  0.083
H -10.61 8.21 1.49  0.083
H -9.42 8.73 2.71  0.074

The value obtained for the HOMO-LUMO gap is 6.26 eV. As for the LUMO energy: 1.477 eV. The calculation puts the total energy at -61813.7204 eV. The value obtained for the largest force on an atom is 7.48 eV/Å. Its charge is -1.

---

No. 3
Entry from the Open Molecules 2025 dataset: a 12-piece molecular cluster, C36H66O36 overall (ωB97M-V/def2-TZVPD).

Last column: Löwdin charge in e.
Atoms and positions in Å:
C 1.96 -5.57 -2.34  -0.186
C 2.64 -4.38 -1.81  -0.134
O 2.55 -4.57 -0.38  0.053
C 2.16 -5.91 -0.18  -0.572
O 2.12 -6.48 0.81  0.231
O 1.89 -6.49 -1.34  0.102
H 2.55 -6.08 -3.09  0.148
H 1.01 -5.19 -2.72  0.133
H 2.05 -3.56 -2.21  0.095
H 3.64 -4.28 -2.24  0.124
C 1.00 1.04 -3.89  -0.117
C -0.05 0.70 -5.06  -0.058
O -0.78 1.91 -5.15  0.083
C -0.26 2.80 -4.31  -0.583
O -0.68 3.95 -4.16  0.115
O 0.72 2.35 -3.58  0.083
H 2.00 1.04 -4.34  0.108
H 1.19 0.42 -3.02  0.111
H -0.68 -0.18 -4.87  0.096
H 0.45 0.50 -6.01  0.127
C 1.08 0.37 1.89  -0.102
C 0.94 1.41 0.78  -0.083
O 0.63 0.63 -0.39  0.050
C 0.60 -0.67 -0.06  -0.519
O 0.55 -1.53 -0.96  0.089
O 0.79 -0.87 1.25  0.076
H 0.42 0.57 2.74  0.130
H 2.13 0.49 2.14  0.120
H 1.89 1.90 0.55  0.125
H 0.12 2.12 0.88  0.116
C 0.03 -4.82 -5.85  -0.052
O 1.27 -4.37 -5.41  0.017
C 1.34 -3.19 -4.87  -0.650
O 0.43 -2.44 -4.61  0.142
O 2.62 -2.93 -4.75  0.025
C 3.02 -1.82 -4.01  -0.034
H -0.61 -5.26 -5.09  0.102
H 0.23 -5.64 -6.54  0.099
H -0.48 -4.04 -6.42  0.105
H 2.67 -1.92 -2.98  0.077
H 2.45 -0.95 -4.33  0.069
H 4.11 -1.71 -4.03  0.108
C -2.15 5.00 1.06  -0.063
O -0.81 4.63 0.97  -0.039
C -0.08 5.16 -0.10  -0.490
O -0.42 6.16 -0.79  0.091
O 1.00 4.40 -0.23  -0.015
C 2.16 4.83 -0.93  -0.029
H -2.66 5.11 0.10  0.100
H -2.05 5.94 1.61  0.104
H -2.83 4.33 1.59  0.086
H 2.72 3.99 -1.35  0.089
H 2.79 5.34 -0.19  0.095
H 2.07 5.49 -1.79  0.099
C -3.58 1.35 0.50  -0.025
O -4.37 2.36 -0.10  -0.011
C -5.18 3.16 0.62  -0.635
O -5.71 2.87 1.64  0.148
O -5.45 4.19 -0.16  -0.019
C -6.44 5.11 0.25  -0.036
H -4.01 1.01 1.44  0.091
H -2.61 1.75 0.78  0.084
H -3.25 0.60 -0.22  0.085
H -6.34 5.45 1.28  0.099
H -7.37 4.57 0.11  0.103
H -6.38 5.98 -0.40  0.099
C -2.64 -0.85 3.80  -0.036
O -4.02 -0.92 4.10  -0.050
C -4.57 -0.56 5.29  -0.437
O -3.82 -0.21 6.26  0.063
O -5.96 -0.69 5.19  -0.029
C -6.69 -1.21 4.07  -0.042
H -2.35 0.12 3.41  0.096
H -2.29 -1.66 3.16  0.089
H -2.14 -1.06 4.74  0.080
H -7.76 -1.25 4.28  0.097
H -6.22 -2.14 3.75  0.095
H -6.61 -0.49 3.25  0.085
C 4.58 2.37 6.20  -0.014
O 4.86 3.33 5.16  -0.015
C 4.04 3.45 4.14  -0.546
O 3.11 2.65 3.95  0.087
O 4.30 4.56 3.36  -0.025
C 4.95 5.71 3.92  -0.043
H 3.65 2.67 6.70  0.096
H 5.32 2.52 6.98  0.095
H 4.48 1.31 5.97  0.097
H 5.46 6.42 3.26  0.100
H 5.87 5.24 4.28  0.083
H 4.38 6.05 4.78  0.105
C -1.72 -3.25 0.50  -0.087
O -2.64 -2.21 0.39  -0.056
C -3.94 -2.44 -0.10  -0.467
O -4.28 -3.39 -0.83  0.093
O -4.80 -1.53 0.43  -0.032
C -6.12 -1.54 0.03  -0.063
H -1.25 -3.36 -0.48  0.081
H -2.20 -4.21 0.69  0.100
H -1.00 -3.12 1.30  0.096
H -6.52 -0.54 0.20  0.099
H -6.62 -2.13 0.79  0.095
H -6.35 -1.94 -0.96  0.106
C 7.61 -2.50 -2.66  -0.036
O 7.02 -1.32 -2.06  -0.017
C 5.77 -1.40 -1.48  -0.523
O 5.01 -2.38 -1.32  0.086
O 5.62 -0.19 -0.97  0.008
C 4.69 -0.11 0.07  -0.035
H 7.82 -3.25 -1.90  0.097
H 8.56 -2.23 -3.12  0.090
H 7.01 -2.87 -3.49  0.090
H 3.74 0.05 -0.44  0.102
H 5.06 0.67 0.74  0.110
H 4.59 -1.02 0.65  0.080
C -4.66 2.75 -3.30  -0.052
O -3.58 2.01 -2.84  0.021
C -3.48 0.85 -3.42  -0.633
O -4.10 0.32 -4.36  0.092
O -2.69 0.13 -2.67  -0.010
C -2.61 -1.35 -2.83  0.027
H -4.49 2.99 -4.35  0.105
H -4.70 3.67 -2.71  0.093
H -5.62 2.25 -3.24  0.106
H -2.24 -1.40 -3.85  0.073
H -3.56 -1.88 -2.81  0.094
H -1.82 -1.89 -2.31  0.082
C 3.54 -3.26 2.25  -0.016
O 3.29 -2.13 3.12  -0.033
C 2.38 -2.16 4.13  -0.560
O 1.75 -3.13 4.55  0.110
O 2.19 -0.88 4.42  -0.023
C 1.20 -0.47 5.38  -0.022
H 4.41 -3.80 2.64  0.103
H 3.74 -2.91 1.23  0.063
H 2.65 -3.87 2.13  0.088
H 1.28 0.54 5.78  0.095
H 1.19 -1.09 6.28  0.095
H 0.18 -0.64 5.04  0.075

The value obtained for the HOMO-LUMO gap is 10.49 eV. As for the LUMO energy: 0.240 eV. The calculation puts the total energy at -112106.1825 eV. The value obtained for the largest force on an atom is 5.65 eV/Å. As for the SMILES: COC(=O)OC.COC(=O)OC.COC(=O)OC.COC(=O)OC.COC(=O)OC.COC(=O)OC.COC(=O)OC.COC(=O)OC.COC(=O)OC.O=C1OCCO1.O=C1OCCO1.O=C1OCCO1.